Density functional theory data (ωB97M-V/def2-TZVPD) for C2H4N4 in the gas phase at a distorted geometry.

The structure (SMILES) is Cc1nnn[nH]1. The value obtained for the frontier orbital gap is 10.8633 eV.

The geometry in XYZ format:
```
10
Properties=species:S:1:pos:R:3:forces:R:3
C -1.47480 -0.09705 0.04773 -0.27 -2.34 -1.35
C 0.10902 -0.07329 -0.15096 -1.27 0.12 0.58
H -1.54608 -1.32920 0.25168 -0.29 3.50 -0.60
H -2.05822 0.13482 -0.98334 1.42 -0.45 2.56
H -1.99543 0.43524 0.93921 1.50 -0.63 -1.63
H 0.85108 1.92519 0.10688 1.16 -2.78 -0.84
N 0.71067 -1.24483 -0.11305 0.00 1.58 -0.17
N 2.01987 -0.90835 -0.01412 1.39 -5.50 0.65
N 2.29144 0.26142 0.10293 -0.59 3.72 -1.32
N 1.09245 0.89604 -0.18696 -3.05 2.77 2.12
```
Forces are in eV/Å.